Density functional theory data (ωB97M-V/def2-TZVPD) for a molecular structure, C25H23N2O8PdS2Te.

XYZ file:
```
62
Properties=species:S:1:pos:R:3:mulliken_charge:R:1
Te -0.372 -3.338 -1.335 0.796
Pd 1.535 -0.430 -1.084 -0.215
S 2.362 -3.031 -0.067 1.894
S 3.710 0.296 -0.046 1.380
O -0.217 -1.642 -0.233 1.583
O 3.698 -0.647 -1.176 -0.610
O 1.386 -4.038 0.369 -0.788
O 1.786 -2.584 -1.430 -0.805
O 1.535 1.159 -3.075 -0.267
O 4.982 0.777 0.361 -0.701
O 2.703 1.354 -0.328 -0.373
O 3.715 -3.437 -0.126 -0.747
N -1.186 1.082 -0.180 -0.869
N -0.167 1.092 -0.997 0.412
C -1.707 -2.163 1.534 -0.477
C -4.321 -0.134 3.215 -1.013
C -4.437 2.029 2.175 -0.792
C 1.985 3.523 -2.700 -0.759
C 2.717 0.273 2.451 -1.105
C -3.275 -0.514 2.352 0.725
C -2.793 0.429 1.409 1.030
C -1.661 0.110 0.565 -0.557
C -4.879 1.123 3.137 -0.611
C -3.405 1.686 1.327 -0.584
C 1.323 2.332 -2.429 0.523
C 1.922 -0.142 3.511 -0.830
C -0.500 -2.319 -3.224 -0.862
C 1.657 4.679 -2.016 -0.731
C 2.565 1.094 -4.061 -1.018
C 1.316 -1.389 3.455 -0.604
C 2.221 -1.759 1.243 0.235
C 2.867 -0.528 1.326 0.716
C 0.655 4.669 -1.046 -0.863
C 0.007 3.500 -0.734 -0.413
C 1.490 -2.197 2.342 -0.598
C -1.173 -1.245 0.637 0.938
C 0.332 2.296 -1.385 0.836
C -2.708 -1.812 2.407 -1.258
C -2.550 -3.035 -1.224 -1.327
H 2.344 1.782 -4.883 0.381
H 1.788 0.493 4.374 0.462
H -2.809 -1.978 -1.300 0.409
H 0.698 -1.743 4.267 0.469
H 0.415 5.577 -0.516 0.417
H -3.094 -2.532 3.113 0.466
H 1.066 -3.185 2.298 0.621
H 0.511 -2.015 -3.501 0.176
H -2.990 -3.451 -0.322 0.390
H -4.900 2.999 2.098 0.446
H 3.540 1.325 -3.622 0.425
H -1.300 -3.171 1.482 0.449
H -0.890 -3.034 -3.950 0.450
H 2.184 5.596 -2.227 0.436
H -1.170 -1.459 -3.149 0.237
H 2.784 3.561 -3.422 0.454
H 3.230 1.225 2.453 0.521
H -5.665 1.407 3.820 0.417
H 2.561 0.065 -4.430 0.227
H -2.964 -3.566 -2.078 0.512
H -3.046 2.380 0.585 0.481
H -4.680 -0.848 3.944 0.441
H -0.731 3.457 0.049 0.421
```

Properties
highest occupied orbital energy (spin up / spin down) = -0.3941 / -0.3935 Eh
LUMO energy (spin up / spin down) = -5.630 / -5.256 eV
E = -78089.4642 eV
multiplicity = 1
molecular weight = 777.62 Da
net charge = +1
gap between HOMO and LUMO (spin up / spin down) = 5.09 / 5.45 eV